1.
C21H23NO5 in the gas phase. Source: the OMol25 dataset; level of theory: ωB97M-V/def2-TZVPD.

Summary:
* spin multiplicity: 1
* total energy: -1245.06243 hartree
* highest occupied orbital energy: -9.21 eV
* SMILES: Cc1ccc(C(=O)COC(=O)[C@@H](C)N2C(=O)[C@@H]3[C@H]4CC[C@H](C4)[C@@H]3C2=O)cc1
* M: 369.4 g/mol
* energy above the lowest of the compared OMol25 structures with the same formula, charge and spin: 6.24 kJ/mol

Atoms and positions in Å:
C -4.138 -1.537 -0.414
C -3.462 -0.275 0.017
C -3.157 0.728 -0.895
C -2.508 1.876 -0.487
C -2.118 2.034 0.844
C -1.385 3.256 1.213
O -1.555 4.326 0.678
C -0.322 3.088 2.302
O 0.505 1.971 1.988
C 0.669 1.015 2.902
O 0.167 1.011 3.991
C 1.635 -0.049 2.378
C 1.407 -1.393 3.058
N 1.548 -0.117 0.932
C 0.443 -0.571 0.239
O -0.521 -1.089 0.739
C 0.690 -0.333 -1.234
C 0.873 -1.652 -2.006
C 1.022 -1.301 -3.491
C 2.422 -0.655 -3.562
C 2.905 -0.708 -2.107
C 2.306 -2.033 -1.634
C 2.076 0.316 -1.308
C 2.534 0.426 0.126
O 3.570 0.872 0.543
C -2.436 1.034 1.764
C -3.110 -0.095 1.351
H -3.441 -2.369 -0.323
H -4.472 -1.473 -1.447
H -4.995 -1.750 0.222
H -3.431 0.608 -1.933
H -2.271 2.660 -1.191
H 0.307 3.982 2.329
H -0.787 2.938 3.284
H 2.649 0.320 2.592
H 1.425 -1.249 4.135
H 2.187 -2.096 2.776
H 0.438 -1.795 2.775
H -0.129 0.265 -1.637
H 0.097 -2.384 -1.789
H 0.236 -0.627 -3.829
H 0.974 -2.204 -4.100
H 2.391 0.364 -3.943
H 3.090 -1.232 -4.201
H 3.978 -0.579 -1.982
H 2.675 -2.886 -2.201
H 2.446 -2.221 -0.571
H 2.103 1.304 -1.770
H -2.179 1.143 2.807
H -3.352 -0.863 2.070


2.
A molecular structure, C21H24AsAuN5OS2. Source: the OMol25 dataset; level of theory: ωB97M-V/def2-TZVPD.

Summary:
* spin multiplicity: 1
* total energy: -4331.11250 hartree
* net charge: +1
* highest occupied orbital energy (alpha / beta): -9.50 / -9.50 eV
* M: 698.5 g/mol
* energy above the lowest of the compared OMol25 structures with the same formula, charge and spin: 162.63 kJ/mol

Atoms and positions in Å:
Au 2.583 1.139 0.071
O 1.182 0.121 2.223
N 0.539 -0.829 1.574
C -0.708 -0.589 1.116
C -1.375 -1.544 0.391
C -0.764 -2.772 0.148
C 0.508 -3.003 0.635
C 1.161 -2.001 1.337
S 2.809 -2.175 1.883
H -1.093 0.390 1.353
H -2.366 -1.320 0.025
H -1.271 -3.536 -0.421
H 1.020 -3.935 0.457
S 2.691 -0.659 -1.457
C 1.389 -0.043 -2.478
N 1.413 -0.388 -3.710
N 0.368 -0.176 -4.543
C -0.993 -0.400 -4.319
C -1.890 0.075 -5.274
C -3.246 -0.174 -5.142
C -3.726 -0.905 -4.066
C -2.826 -1.395 -3.128
C -1.470 -1.146 -3.243
N 0.306 0.739 -2.015
N 0.477 1.468 -1.018
C -0.656 2.215 -0.581
C -0.422 3.162 0.405
C -1.475 3.899 0.920
C -2.761 3.682 0.449
C -2.991 2.735 -0.545
C -1.944 1.999 -1.068
H 0.656 -0.194 -5.511
H -1.520 0.646 -6.114
H -3.929 0.207 -5.887
H -4.782 -1.100 -3.965
H -3.188 -1.993 -2.302
H -0.778 -1.552 -2.518
H 0.592 3.317 0.752
H -1.292 4.647 1.678
H -3.587 4.250 0.855
H -3.992 2.574 -0.919
H -2.106 1.264 -1.843
C 4.360 -1.565 4.453
As 2.802 -0.789 3.605
C 1.393 -1.064 4.879
C 3.301 1.053 3.429
H 4.573 -1.018 5.373
H 5.221 -1.492 3.787
H 4.172 -2.614 4.684
H 1.831 -1.035 5.877
H 0.944 -2.045 4.711
H 0.646 -0.282 4.755
H 3.682 1.359 4.406
H 2.435 1.647 3.146
H 4.095 1.143 2.688


3.
C21H24BNO3 in the gas phase. Source: the OMol25 dataset; level of theory: ωB97M-V/def2-TZVPD.

Summary:
* spin multiplicity: 1
* total energy: -1119.21624 hartree
* highest occupied orbital energy: -8.31 eV
* SMILES: CCC[C@H](C)c1ccc2c(c1)C(=O)c1cc(N)cc(B(O)CC)c1C2=O
* M: 349.2 g/mol

Atoms and positions in Å:
C 5.121 2.328 1.397
C 4.622 3.241 0.106
C 4.526 2.377 -1.285
C 4.337 0.759 -1.033
C 4.242 0.081 -2.559
C 2.868 0.384 -0.326
C 2.726 -1.208 0.149
C 1.310 -1.707 0.807
C 0.108 -0.603 0.962
C 0.242 1.010 0.538
C 1.665 1.511 -0.125
C -1.081 2.006 0.772
O -0.997 3.245 1.267
C -2.542 1.296 0.370
C -3.722 2.145 -0.398
C -5.099 1.338 -0.784
N -6.221 2.079 -1.528
C -5.290 -0.275 -0.405
C -4.059 -1.099 0.369
B -4.216 -2.734 0.713
O -5.350 -3.301 1.491
C -2.998 -3.684 0.058
C -2.227 -4.610 1.168
C -2.675 -0.321 0.778
C -1.388 -1.031 1.575
O -1.509 -1.835 2.634
H 4.208 1.770 1.884
H 6.016 1.617 1.108
H 5.548 3.088 2.190
H 5.462 4.078 -0.030
H 3.583 3.705 0.407
H 3.687 2.819 -2.002
H 5.555 2.525 -1.870
H 5.236 0.260 -0.473
H 3.308 0.541 -3.145
H 3.988 -1.063 -2.423
H 5.230 0.273 -3.181
H 3.597 -2.007 0.010
H 1.076 -2.819 1.167
H 1.776 2.647 -0.466
H -3.583 3.287 -0.698
H -6.435 2.995 -1.071
H -7.039 1.427 -1.462
H -6.298 -0.778 -0.748
H -5.671 -4.084 0.920
H -2.179 -2.976 -0.444
H -3.378 -4.392 -0.793
H -1.080 -4.278 1.153
H -2.628 -4.267 2.231
H -2.374 -5.762 1.021


4.
C21H24ClN3O3 in the gas phase. Source: the OMol25 dataset; level of theory: ωB97M-V/def2-TZVPD.

Summary:
* spin multiplicity: 1
* total energy: -1664.83725 hartree
* highest occupied orbital energy: -7.53 eV
* SMILES: CCC(=O)N1CCN(c2ccc(NC(=O)COc3ccccc3Cl)cc2)CC1
* M: 401.9 g/mol
* energy above the lowest of the compared OMol25 structures with the same formula, charge and spin: 69.28 kJ/mol

Atoms and positions in Å:
C 2.675 1.686 0.111
C 3.792 1.813 -0.928
C 3.748 0.626 -1.873
O 4.359 -0.398 -1.630
N 2.996 0.744 -2.996
C 2.165 1.869 -3.373
C 0.900 1.327 -4.073
N 0.480 0.081 -3.485
C -0.315 0.057 -2.353
C -0.720 1.217 -1.682
C -1.543 1.163 -0.575
C -1.993 -0.058 -0.092
N -2.821 -0.177 1.032
C -3.250 0.781 1.878
O -3.018 1.969 1.807
C -4.135 0.209 2.999
O -3.853 -1.134 3.320
C -2.679 -1.416 3.956
C -1.686 -0.491 4.254
C -0.532 -0.894 4.905
C -0.348 -2.216 5.264
C -1.324 -3.152 4.965
C -2.476 -2.754 4.315
Cl -3.699 -3.910 3.923
C -1.618 -1.220 -0.761
C -0.804 -1.164 -1.871
C 1.440 -0.984 -3.723
C 2.857 -0.399 -3.872
H 1.690 1.673 -0.353
H 2.795 0.758 0.665
H 2.716 2.516 0.812
H 3.729 2.760 -1.464
H 4.754 1.771 -0.415
H 2.712 2.537 -4.053
H 1.878 2.432 -2.487
H 0.093 2.057 -4.028
H 1.108 1.134 -5.130
H -0.397 2.190 -2.015
H -1.831 2.073 -0.075
H -3.111 -1.124 1.248
H -4.066 0.862 3.876
H -5.172 0.209 2.650
H -1.801 0.544 3.973
H 0.228 -0.160 5.128
H 0.552 -2.524 5.772
H -1.198 -4.189 5.231
H -1.976 -2.179 -0.411
H -0.564 -2.082 -2.383
H 1.435 -1.668 -2.873
H 1.171 -1.542 -4.629
H 3.054 -0.086 -4.902
H 3.604 -1.138 -3.577


5.
A molecular structure, C21H24ClNSn. Source: the OMol25 dataset; level of theory: ωB97M-V/def2-TZVPD.

Summary:
* spin multiplicity: 1
* total energy: -1543.11285 hartree
* net charge: +2
* highest occupied orbital energy (alpha / beta): -14.90 / -14.71 eV
* M: 444.6 g/mol

Atoms and positions in Å:
C 4.110 -0.090 -3.402
C 3.693 0.562 -4.720
C 5.263 0.672 -2.753
C 4.479 -1.554 -3.641
Cl 2.663 -0.016 -2.181
H 6.142 0.670 -3.412
H 5.539 0.206 -1.800
H 4.973 1.711 -2.560
H 4.535 0.533 -5.429
H 3.406 1.609 -4.571
H 2.850 0.028 -5.173
H 5.326 -1.614 -4.341
H 3.637 -2.102 -4.077
H 4.770 -2.045 -2.706
C -1.176 2.227 0.951
C 0.176 2.111 1.359
C 1.010 2.121 0.208
H 0.512 2.083 2.395
C 0.148 2.332 -0.946
C -1.199 2.440 -0.450
H -2.073 2.711 -1.047
H -2.035 2.200 1.627
H 2.102 2.066 0.195
H 0.472 2.568 -1.958
C -0.083 -2.427 1.492
C -0.296 -1.375 2.420
C 0.855 -0.545 2.411
H -1.171 -1.226 3.045
C 1.740 -1.011 1.401
C 1.170 -2.214 0.848
H 1.659 -2.899 0.162
H -0.742 -3.277 1.339
H 1.034 0.280 3.091
H 2.706 -0.570 1.142
Sn 0.007 -0.236 -0.749
N -2.427 -0.668 -0.025
C -3.207 -0.566 0.854
C -4.243 -0.475 1.816
C -4.354 -1.433 2.839
C -5.462 -1.404 3.688
C -6.441 -0.417 3.513
C -6.298 0.577 2.535
C -5.186 0.557 1.696
H -3.594 -2.211 2.936
H -5.561 -2.147 4.484
H -7.328 -0.420 4.148
H -7.046 1.366 2.429
H -5.053 1.312 0.919


6.
A molecular structure, C21H24CrN8S. Source: the OMol25 dataset; level of theory: ωB97M-V/def2-TZVPD.

Summary:
* spin multiplicity: 5
* total energy: -2694.68488 hartree
* net charge: +2
* highest occupied orbital energy (alpha / beta): -12.47 / -12.64 eV
* M: 472.5 g/mol

Atoms and positions in Å:
Cr -1.064 -0.340 -0.411
N 1.040 2.438 -0.689
C 2.189 1.634 -0.780
C 3.510 1.921 -0.523
C 4.427 0.882 -0.693
C 4.024 -0.380 -1.108
C 2.679 -0.649 -1.368
C 1.774 0.374 -1.189
N 0.373 0.376 -1.406
C -0.061 1.719 -1.131
C -2.331 1.656 -1.336
C -3.629 2.343 -1.258
S -4.868 1.443 -2.008
C -3.786 0.109 -2.185
N -2.574 0.278 -1.811
H 1.052 3.440 -0.608
H 3.833 2.902 -0.205
H 5.475 1.071 -0.507
H 4.762 -1.156 -1.252
H 2.367 -1.617 -1.738
H -3.789 3.350 -0.914
H -4.157 -0.835 -2.563
C 0.930 -3.650 -0.324
N -0.037 -4.346 0.581
C 0.679 -4.929 1.765
C -1.242 -3.467 0.967
C -0.866 -2.330 1.865
C -0.895 -2.568 3.242
C -0.402 -1.626 4.126
C 0.142 -0.448 3.633
C 0.129 -0.193 2.270
C -0.395 -1.107 1.346
H 1.722 -4.352 -0.572
H 1.323 -2.785 0.203
H 0.399 -3.348 -1.225
H -0.428 -5.131 0.060
H 1.149 -4.114 2.307
H 1.422 -5.625 1.386
H -0.046 -5.441 2.390
H -1.947 -4.156 1.433
H -1.663 -3.170 0.000
H -1.300 -3.498 3.625
H -0.433 -1.811 5.191
H 0.550 0.284 4.317
H 0.522 0.755 1.917
N -0.934 4.989 -0.436
C -1.028 4.834 -1.776
N -0.972 5.903 -2.569
N -1.162 3.641 -2.275
C -1.143 2.411 -1.948
N -1.374 1.609 -0.186
H -0.963 5.903 -0.016
H -1.097 4.188 0.158
H -0.866 6.835 -2.208
H -1.018 5.782 -3.567


7.
A molecular structure, C21H24CuN4OS. Source: the OMol25 dataset; level of theory: ωB97M-V/def2-TZVPD.

Summary:
* spin multiplicity: 1
* total energy: -3147.58543 hartree
* net charge: -1
* highest occupied orbital energy: -3.08 eV
* M: 444.1 g/mol

Atoms and positions in Å:
Cu -0.161 0.219 -0.532
C 3.010 -0.344 -0.242
N 1.874 -0.302 0.660
C 1.964 0.803 1.605
C 1.534 -1.550 1.284
C 2.505 -2.473 1.627
C 2.177 -3.722 2.154
C 0.835 -4.032 2.303
C -0.156 -3.109 1.987
C 0.147 -1.812 1.516
N -0.730 -0.831 1.144
C -2.034 -0.710 1.533
C -2.690 -1.386 2.594
C -4.039 -1.200 2.874
C -4.814 -0.321 2.133
C -4.177 0.429 1.144
C -2.834 0.272 0.857
N -2.177 1.164 -0.072
C -1.765 2.397 0.602
C -2.907 1.456 -1.295
H 3.977 -0.486 0.269
H 3.058 0.604 -0.782
H 2.868 -1.146 -0.966
H 2.831 0.701 2.279
H 1.054 0.833 2.205
H 2.046 1.743 1.052
H 3.548 -2.231 1.453
H 2.951 -4.436 2.408
H 0.544 -5.018 2.651
H -1.185 -3.421 2.036
H -2.122 -2.042 3.230
H -4.488 -1.757 3.690
H -5.870 -0.192 2.335
H -4.746 1.170 0.591
H -2.636 2.986 0.933
H -1.158 2.996 -0.079
H -1.164 2.146 1.478
H -3.782 2.106 -1.127
H -3.238 0.525 -1.753
H -2.228 1.954 -1.988
O 0.592 2.036 -1.516
N 1.300 1.751 -2.588
C 2.216 2.666 -2.983
C 3.002 2.493 -4.088
C 2.846 1.318 -4.829
C 1.922 0.391 -4.420
C 1.112 0.567 -3.270
S -0.015 -0.593 -2.725
H 2.257 3.535 -2.345
H 3.720 3.255 -4.357
H 3.451 1.136 -5.709
H 1.780 -0.536 -4.960


8.
A molecular structure, C21H24F6N3O5S4Yb. Source: the OMol25 dataset; level of theory: ωB97M-V/def2-TZVPD.

Summary:
* spin multiplicity: 2
* total energy: -4705.77306 hartree
* net charge: -2
* highest occupied orbital energy: -1.88 eV
* M: 813.7 g/mol
* energy above the lowest of the compared OMol25 structures with the same formula, charge and spin: 114.69 kJ/mol

Atoms and positions in Å:
Yb 0.582 -0.649 -0.752
C -1.479 2.419 0.899
N -0.374 1.666 1.477
C -0.799 0.941 2.671
C -0.285 -0.482 2.787
N -0.729 -1.374 1.692
C -2.154 -1.214 1.373
C -0.455 -2.749 2.101
C -1.231 -3.295 3.124
C -1.034 -4.577 3.600
C -0.013 -5.338 3.038
C 0.758 -4.810 2.028
C 0.569 -3.508 1.514
S 1.598 -3.011 0.206
C 0.805 2.473 1.668
C 0.650 3.779 2.131
C 1.723 4.633 2.313
C 2.999 4.162 2.029
C 3.167 2.865 1.591
C 2.095 1.976 1.404
S 2.482 0.334 0.941
H -2.007 3.050 1.634
H -2.203 1.737 0.456
H -1.106 3.053 0.100
H -1.892 0.917 2.667
H -0.517 1.483 3.587
H -0.649 -0.874 3.750
H 0.804 -0.507 2.791
H -2.795 -1.175 2.267
H -2.467 -2.046 0.747
H -2.313 -0.300 0.802
H -2.014 -2.687 3.563
H -1.659 -4.974 4.391
H 0.179 -6.348 3.384
H 1.546 -5.404 1.583
H -0.351 4.135 2.344
H 1.565 5.647 2.660
H 3.864 4.805 2.142
H 4.159 2.497 1.362
F -0.505 -3.978 -2.509
C -1.551 -3.450 -3.134
F -2.661 -4.084 -2.706
F -1.442 -3.706 -4.448
S -1.690 -1.611 -2.855
O -1.282 -1.527 -1.419
O -3.095 -1.379 -3.058
N -0.763 -0.904 -3.819
S 0.954 -0.630 -3.699
O 1.383 -1.726 -2.756
O 0.974 0.519 -2.518
C 3.153 0.101 -4.274
F 3.593 -0.726 -5.321
F 2.861 1.305 -4.953
F 4.337 0.399 -3.617
C -1.724 2.006 -3.336
O -1.264 1.466 -2.103
C 0.051 1.610 -1.709
C 0.685 2.912 -2.145
H -0.997 1.860 -4.137
H -1.942 3.077 -3.238
H -2.631 1.460 -3.592
H 0.066 3.744 -1.790
H 0.798 3.006 -3.231
H 1.672 3.008 -1.696